1) {"formula": "C6H11IN", "method": "ωB97M-V/def2-TZVPD", "charge": 1, "smiles": "CC1(C)[NH2+][C@H]2C[C@]21I", "lumo_energy_ev": -3.25, "multiplicity": 1, "species": ["C", "C", "C", "N", "C", "C", "C", "I", "H", "H", "H", "H", "H", "H", "H", "H", "H", "H", "H"], "xyz": [[0.975, 0.976, 0.973], [-0.176, 0.265, 0.227], [-1.457, 1.099, 0.266], [0.220, -0.107, -1.214], [-0.177, -1.546, -1.055], [0.621, -2.055, 0.139], [-0.505, -1.190, 0.647], [-2.048, -2.151, 1.706], [1.887, 0.352, 1.030], [0.557, 1.162, 1.972], [1.540, 1.941, 0.608], [-1.099, 2.224, 0.163], [-1.863, 1.100, 1.281], [-2.191, 0.820, -0.576], [1.091, 0.143, -1.614], [-0.514, 0.476, -1.743], [-0.741, -2.092, -1.914], [0.350, -3.069, 0.288], [1.668, -1.958, 0.209]], "mulliken_charge": [-1.3949, 1.1152, -1.5078, -0.0930, -0.1714, -0.8446, -0.3053, 0.2677, 0.3412, 0.3706, 0.3503, 0.3546, 0.4461, 0.4319, 0.3194, 0.3975, 0.3433, 0.3250, 0.2542]}

---

2) {"formula": "C6H11IN", "method": "ωB97M-V/def2-TZVPD", "charge": 1, "smiles": "C[C@@]1([NH3+])C=C[C@H](I)C1", "lumo_energy_ev": -3.44, "multiplicity": 1, "species": ["C", "C", "N", "C", "C", "C", "I", "C", "H", "H", "H", "H", "H", "H", "H", "H", "H", "H", "H"], "xyz": [[2.010, -0.303, -0.237], [0.515, -0.089, 0.031], [0.089, -1.331, 0.746], [0.122, 1.000, 0.972], [-1.019, 1.525, 0.535], [-1.728, 0.899, -0.620], [-3.368, -0.284, -0.070], [-0.253, -0.108, -1.229], [2.389, 0.516, -0.736], [1.972, -1.232, -0.756], [2.400, -0.384, 0.803], [-0.956, -1.443, 0.652], [0.595, -1.489, 1.628], [0.554, -2.084, 0.203], [0.841, 1.472, 1.811], [-1.481, 2.420, 1.124], [-2.085, 1.623, -1.374], [-0.729, -1.142, -1.508], [0.132, 0.435, -1.975]], "mulliken_charge": [-1.4004, 1.3269, -0.3148, -0.9870, -0.1872, -0.6427, 0.2047, -1.1500, 0.4262, 0.4608, 0.4153, 0.1656, 0.3773, 0.4058, 0.3059, 0.3314, 0.5253, 0.2471, 0.4898]}

---

Least stable structure: 1)

---

1) {"formula": "C5H5ClO", "method": "ωB97M-V/def2-TZVPD", "smiles": "Cc1coc(Cl)c1", "lumo_energy_ev": 0.90, "multiplicity": 1, "species": ["C", "C", "C", "O", "C", "Cl", "C", "H", "H", "H", "H", "H"], "xyz": [[-1.731, -0.518, 0.071], [-0.297, 0.139, -0.071], [0.150, 1.485, -0.077], [1.505, 1.359, 0.075], [1.858, 0.114, 0.006], [3.486, -0.222, 0.007], [0.801, -0.754, -0.188], [-2.666, 0.280, -0.096], [-1.797, -1.466, -0.611], [-1.926, -1.049, 1.027], [-0.080, 2.534, -0.189], [0.698, -1.903, 0.044]], "mulliken_charge": [-1.0229, 0.8271, -0.6298, -0.2870, 0.4346, -0.1817, -0.5682, 0.2510, 0.2849, 0.2728, 0.3570, 0.2622]}

---

2) {"formula": "C5H5ClO", "method": "ωB97M-V/def2-TZVPD", "smiles": "CC(O)=C=C=CCl", "lumo_energy_ev": [-0.31, -0.31], "multiplicity": 1, "species": ["C", "C", "O", "C", "C", "C", "Cl", "H", "H", "H", "H", "H"], "xyz": [[-1.176, -0.113, 0.138], [0.164, -0.749, 0.072], [0.178, -2.110, 0.297], [1.389, -0.198, -0.117], [2.741, 0.331, -0.082], [4.204, 0.881, 0.086], [5.400, -0.414, 0.048], [-1.691, -0.417, 1.207], [-1.187, 1.000, 0.076], [-1.918, -0.350, -0.608], [-0.561, -2.540, -0.223], [4.398, 1.847, -0.167]], "mulliken_charge": [-1.0674, 0.3930, -0.4976, 0.3347, -0.1184, -0.5521, -0.1513, 0.2601, 0.2949, 0.3625, 0.3430, 0.3987]}

---

Least stable structure: 2)

---

1) {"formula": "CH5N2O2", "method": "ωB97M-V/def2-TZVPD", "charge": -1, "lumo_energy_ev": 4.57, "multiplicity": 1, "species": ["N", "C", "O", "O", "H", "H", "N", "H", "H", "H"], "xyz": [[-2.031, 0.678, 0.152], [-0.654, 0.360, -0.019], [0.129, 1.322, -0.162], [-0.396, -0.872, -0.010], [-2.350, 1.565, -0.183], [-2.627, -0.117, 0.022], [2.547, -1.340, 0.022], [2.985, -0.456, -0.212], [1.533, -1.115, 0.038], [2.831, -1.554, 0.973]], "mulliken_charge": [-0.4940, 0.6610, -0.7551, -0.8576, 0.1992, 0.1965, -0.8204, 0.2346, 0.4762, 0.1595]}

---

2) {"formula": "CH5N2O2", "method": "ωB97M-V/def2-TZVPD", "charge": -1, "lumo_energy_ev": [4.64, 4.64], "multiplicity": 1, "species": ["C", "N", "N", "O", "O", "H", "H", "H", "H", "H"], "xyz": [[-0.609, 0.900, 0.280], [0.158, -1.794, 0.475], [0.356, 1.008, -0.639], [0.237, 0.964, -1.923], [-0.803, -1.033, 1.080], [-1.434, 0.712, -0.333], [-0.436, 1.345, 1.153], [1.027, -1.411, 0.770], [0.150, -1.600, -0.600], [1.355, 0.910, -0.264]], "mulliken_charge": [-0.5048, -0.5048, -0.0039, -0.7382, -0.5720, 0.3317, 0.3562, 0.1902, 0.2514, 0.1942]}

---

Least stable structure: 2)

---

1) {"formula": "CH2FNO2", "method": "ωB97M-V/def2-TZVPD", "smiles": "O=[N+]([O-])CF", "lumo_energy_ev": -0.09, "multiplicity": 1, "species": ["O", "N", "O", "C", "F", "H", "H"], "xyz": [[1.680, 0.526, -0.339], [0.591, 0.112, -0.659], [0.082, -0.141, -1.697], [-0.423, -0.198, 0.428], [-1.080, 1.018, 0.683], [-1.117, -1.048, 0.216], [0.267, -0.269, 1.368]], "mulliken_charge": [-0.5161, 0.8990, -0.5024, -0.1226, -0.2444, 0.2594, 0.2271]}

---

2) {"formula": "CH2FNO2", "method": "ωB97M-V/def2-TZVPD", "lumo_energy_ev": [-0.20, -0.75], "multiplicity": 1, "species": ["C", "N", "O", "O", "F", "H", "H"], "xyz": [[1.223, 0.613, -0.162], [-1.142, 0.315, -0.228], [1.950, 1.481, -0.303], [-1.233, -1.000, 0.216], [1.330, -0.574, 0.524], [-1.091, 0.183, -1.216], [-1.036, -1.018, 1.169]], "mulliken_charge": [0.4278, -0.2860, -0.2742, -0.3044, -0.1806, 0.2685, 0.3489]}

---

Least stable structure: 2)

---

1) {"formula": "CH5O2P", "method": "ωB97M-V/def2-TZVPD", "lumo_energy_ev": 0.17, "multiplicity": 1, "species": ["C", "O", "O", "P", "H", "H", "H", "H", "H"], "xyz": [[-0.634, -0.574, -0.079], [3.015, 0.313, -0.250], [0.603, -0.027, -0.333], [1.986, -0.476, 0.275], [-1.462, -0.069, -0.619], [-0.712, -0.728, 0.939], [-0.600, -1.485, -0.653], [1.854, -0.194, 1.723], [1.753, -2.387, -0.015]], "mulliken_charge": [-0.6490, -0.4813, -0.2166, 0.3819, 0.2390, 0.3012, 0.3034, 0.0737, 0.0479]}

---

2) {"formula": "CH5O2P", "method": "ωB97M-V/def2-TZVPD", "smiles": "C=O.OP", "lumo_energy_ev": 0.63, "multiplicity": 1, "species": ["C", "O", "H", "H", "O", "P", "H", "H", "H"], "xyz": [[0.642, 1.373, 1.427], [0.699, 1.666, 0.272], [0.551, 2.186, 2.189], [0.203, 0.382, 1.731], [-0.393, -1.275, 0.029], [0.413, -0.854, -1.312], [-1.194, -1.850, -0.182], [-0.636, 0.101, -1.936], [-0.285, -1.731, -2.218]], "mulliken_charge": [-0.0401, -0.3564, 0.2498, 0.1353, -0.4731, 0.1064, 0.3445, 0.0301, 0.0035]}

---

Least stable structure: 2)

---

1) {"formula": "C2H5N3S", "method": "ωB97M-V/def2-TZVPD", "lumo_energy_ev": 0.78, "multiplicity": 1, "species": ["C", "C", "N", "N", "N", "S", "H", "H", "H", "H", "H"], "xyz": [[-0.041, 0.442, -0.191], [-1.437, -0.078, -0.173], [0.779, 0.367, 1.647], [1.911, 0.109, 1.443], [0.930, -0.299, -0.844], [2.482, -0.162, -0.127], [0.082, 1.513, -0.307], [-1.470, -1.104, 0.192], [-1.865, -0.053, -1.177], [-2.044, 0.542, 0.479], [0.673, -1.278, -0.942]], "mulliken_charge": [0.0980, -1.1602, -0.2641, -0.0122, -0.3294, 0.0276, 0.3454, 0.3387, 0.3269, 0.3158, 0.3135]}

---

2) {"formula": "C2H5N3S", "method": "ωB97M-V/def2-TZVPD", "lumo_energy_ev": 0.01, "multiplicity": 1, "species": ["C", "C", "H", "H", "H", "H", "H", "N", "N", "N", "S"], "xyz": [[0.393, 1.162, 0.289], [-1.254, -0.586, -0.246], [3.180, -0.680, -0.676], [0.349, 2.310, 0.566], [-1.357, 1.269, -0.657], [-2.216, -0.326, -0.746], [-0.386, -1.703, 1.080], [1.610, 0.648, 0.246], [-0.767, 0.667, -0.166], [-1.122, -1.672, 0.413], [1.570, -1.090, -0.104]], "mulliken_charge": [0.0785, 0.2367, 0.1935, 0.2741, 0.2181, 0.2472, 0.2388, -0.3370, -0.2554, -0.6331, -0.2613]}

---

Least stable structure: 2)